1.
C37H35Cl3NO4SiV | wB97M-V/def2-TZVPD

```
82
Properties=species:S:1:pos:R:3:forces:R:3:lowdin_spin:R:1
V -0.3149 -1.4084 -0.9737 -1.52 -1.08 -1.56 1.863
C -0.7900 -0.6127 4.7367 0.02 -0.01 -0.21 0.000
C -0.9141 -1.2221 3.3515 -0.16 -0.16 0.32 0.000
C -1.3496 -2.6768 3.3816 0.04 0.15 -0.10 0.000
O -1.8318 -0.4872 2.5592 0.04 -0.03 -0.10 0.001
C -1.1208 0.2065 1.5428 -0.04 -0.03 -0.11 0.004
C 0.1129 -0.7057 1.3859 -0.03 0.43 -0.13 0.005
O 0.3544 -1.0986 2.7024 0.25 -0.02 -0.17 -0.002
C 1.3512 -0.1835 0.5932 0.57 -0.04 0.91 0.014
O 0.9199 -0.2191 -0.7426 1.54 1.83 0.10 0.011
C 2.5670 -1.1228 0.7720 -0.10 -0.01 -0.15 0.001
C 3.1407 -1.3672 2.0175 -0.02 -0.04 -0.07 0.001
C 4.2335 -2.2116 2.1322 0.02 0.01 0.06 0.000
C 4.7845 -2.8107 1.0094 0.04 -0.02 -0.04 0.001
C 4.2403 -2.5464 -0.2358 0.02 -0.01 -0.04 0.000
C 3.1440 -1.7032 -0.3540 -0.04 0.02 0.01 0.001
C 1.8136 1.2211 0.9719 -0.12 -0.03 -0.04 0.000
C 2.3373 2.0335 -0.0269 -0.02 -0.05 0.00 0.001
C 2.8156 3.2986 0.2746 -0.02 -0.02 -0.06 0.000
C 2.7708 3.7694 1.5785 0.04 0.06 0.02 0.000
C 2.2562 2.9607 2.5804 -0.01 -0.01 0.04 0.000
C 1.7882 1.6886 2.2825 -0.05 -0.03 -0.07 0.000
C -2.0335 0.3617 0.2973 -0.07 0.60 0.36 0.005
O -1.9598 -0.7860 -0.4887 -0.95 0.54 0.15 0.040
C -3.4822 0.6128 0.7432 -0.02 -0.29 -0.08 -0.001
C -3.7943 1.6035 1.6670 0.03 -0.01 -0.04 0.000
C -5.1149 1.8639 1.9940 0.05 0.07 0.06 0.000
C -6.1397 1.1428 1.3977 -0.05 -0.05 -0.03 0.000
C -5.8321 0.1462 0.4849 -0.03 0.06 0.03 0.000
C -4.5084 -0.1183 0.1608 0.04 -0.05 0.06 0.000
C -1.6817 1.6053 -0.5610 -0.10 -0.05 0.00 0.002
C -0.9592 2.7134 -0.1400 0.04 -0.06 0.04 0.000
C -0.7263 3.7789 -1.0031 0.00 0.02 -0.03 0.000
C -1.2259 3.7664 -2.2931 0.05 0.11 0.01 0.000
C -2.0088 2.6969 -2.7058 -0.03 -0.10 -0.02 0.000
C -2.2446 1.6410 -1.8405 0.03 -0.02 0.01 0.001
H -1.7530 -0.6679 5.2416 0.02 -0.02 0.04 0.000
H -0.4950 0.4340 4.6546 0.01 -0.01 0.01 0.000
H -0.0413 -1.1563 5.3125 -0.01 0.02 0.04 0.000
H -2.3322 -2.7552 3.8456 0.00 0.00 0.00 0.000
H -0.6288 -3.2683 3.9450 -0.02 -0.02 0.01 0.000
H -1.4170 -3.0628 2.3637 0.01 -0.03 0.02 0.000
H -0.7961 1.1766 1.9225 0.01 0.02 0.00 0.000
H -0.2349 -1.6254 0.8323 0.08 -0.28 0.90 0.007
H 2.7358 -0.9124 2.9070 -0.06 0.05 0.04 0.000
H 4.6576 -2.4023 3.1102 -0.01 0.01 -0.01 0.000
H 5.6413 -3.4656 1.1024 -0.02 -0.02 0.01 0.000
H 4.6641 -2.9963 -1.1252 0.01 0.02 0.01 0.000
H 2.7398 -1.4852 -1.3335 0.03 -0.02 0.00 0.000
H 2.3541 1.6628 -1.0434 0.02 0.03 -0.01 0.000
H 3.2196 3.9193 -0.5158 0.00 0.01 0.02 0.000
H 3.1467 4.7569 1.8144 -0.02 0.00 0.00 0.000
H 2.2224 3.3148 3.6033 0.01 0.01 -0.01 0.000
H 1.3939 1.0634 3.0720 0.01 -0.02 0.03 0.000
H -3.0001 2.1717 2.1380 -0.02 0.04 -0.01 0.000
H -5.3482 2.6358 2.7170 0.02 0.00 0.00 0.000
H -7.1715 1.3546 1.6478 0.01 0.00 0.01 0.000
H -6.6241 -0.4286 0.0210 0.01 -0.01 0.01 0.000
H -4.2631 -0.9113 -0.5322 0.03 0.02 -0.02 0.000
H -0.5537 2.7830 0.8597 0.05 -0.06 0.00 0.000
H -0.1434 4.6219 -0.6546 0.02 -0.01 0.00 0.000
H -1.0319 4.5948 -2.9627 -0.01 -0.01 0.01 0.000
H -2.4490 2.6962 -3.6959 -0.02 -0.01 0.03 0.000
H -2.9186 0.8412 -2.1257 0.06 -0.05 -0.07 0.000
N -0.6339 -1.0240 -3.0390 0.15 0.20 0.02 0.010
C 0.5271 -0.9190 -3.8701 0.27 0.04 -0.30 0.004
C 1.2927 0.2406 -3.8321 -0.09 0.02 0.11 0.000
C 2.4467 0.3270 -4.5936 0.01 -0.02 -0.01 0.000
C 2.8394 -0.7363 -5.3941 0.05 -0.05 -0.05 0.000
C 2.0633 -1.8845 -5.4424 0.02 0.04 0.01 0.000
C 0.9063 -1.9768 -4.6850 -0.13 -0.01 0.09 0.000
H -1.3061 -1.6943 -3.3951 -0.08 0.01 -0.04 0.003
H -1.0839 -0.1170 -2.9265 -0.16 0.02 -0.18 0.003
H 0.9829 1.0622 -3.1950 0.01 0.00 0.00 0.000
H 3.0444 1.2289 -4.5656 -0.02 0.01 0.04 0.000
H 3.7464 -0.6711 -5.9808 -0.02 0.02 0.00 0.000
H 2.3533 -2.7147 -6.0729 0.01 0.00 0.01 0.000
H 0.3031 -2.8759 -4.7204 0.00 0.00 0.02 0.000
Cl 1.0229 -4.9019 -2.6739 0.17 -0.03 -0.07 -0.007
Si 0.3882 -3.6561 -1.1540 0.08 -1.29 0.09 0.020
Cl 0.7185 -4.7384 0.5761 0.04 -0.10 0.08 0.000
Cl -1.7819 -3.6692 -1.4095 0.05 -0.20 0.01 0.014
```
Positions in Å, forces in eV/Å.

Values from the calculation:
- ΔE to the lowest compared entry with this formula, charge and spin (kcal/mol) = 11.9
- LUMO (alpha / beta) (eV) = 0.3 / 0.2
- 2S+1 = 3
- HOMO-LUMO gap (alpha / beta) (eV) = 8.7 / 8.9
- HOMO level (alpha / beta) (eV) = -8.459 / -8.654

***

2.
C37H35ClEuN2S2Si2 | wB97M-V/def2-TZVPD

```
80
Properties=species:S:1:pos:R:3:forces:R:3:lowdin_spin:R:1
C 1.6046 -1.9263 4.5884 0.34 0.50 -0.36 -0.040
C 1.6509 -2.5026 3.2892 0.24 0.70 -0.34 -0.016
C 2.4179 -1.6341 2.4451 -0.47 -0.02 0.58 -0.023
H 1.2331 -3.4650 3.0007 0.10 0.26 0.06 0.000
C 2.8461 -0.5243 3.2369 -0.55 -0.17 0.28 -0.025
C 2.3448 -0.7063 4.5625 -0.14 -0.38 -0.58 -0.011
H 2.5417 -0.0664 5.4190 -0.05 -0.16 -0.21 0.000
H 1.1511 -2.3707 5.4668 -0.02 0.09 -0.13 -0.001
H 2.6682 -1.8049 1.3998 -0.04 0.08 0.27 0.000
H 3.4741 0.2958 2.8947 -0.16 -0.24 0.05 -0.001
Eu 0.1522 -0.2011 2.9672 0.28 -0.84 0.28 6.263
Si -0.2921 1.0949 -3.3895 0.48 -1.00 -0.10 -0.029
C -1.7623 0.6485 -4.4544 -0.16 -0.29 -0.15 -0.004
C -2.8089 1.5088 -4.8212 -0.26 -0.38 -0.20 -0.001
H -2.8500 2.5254 -4.4206 0.03 -0.27 -0.19 0.000
C -3.8152 1.0665 -5.6985 0.19 0.01 0.13 0.000
H -4.6321 1.7357 -5.9820 0.31 -0.18 0.12 0.000
C -3.7749 -0.2280 -6.2257 0.23 -0.04 0.14 -0.002
H -4.5445 -0.5677 -6.9292 0.33 0.18 0.33 0.000
C -2.7364 -1.0937 -5.8522 -0.15 0.22 0.04 0.000
H -2.6933 -2.1049 -6.2527 -0.05 0.19 0.04 0.000
C -1.7482 -0.6594 -4.9694 -0.31 -0.08 -0.14 -0.002
H -0.9467 -1.3456 -4.6683 -0.31 0.28 -0.22 0.000
C 0.5052 2.5999 -4.1290 0.08 0.99 -0.08 -0.003
C 0.8812 2.5126 -5.4890 0.17 0.32 0.31 -0.001
H 0.5348 1.6741 -6.0992 0.23 0.13 0.26 0.000
C 1.6832 3.4957 -6.0686 -0.10 0.18 0.06 0.000
H 2.0041 3.3971 -7.1105 -0.15 0.04 0.38 0.000
C 2.0646 4.6221 -5.3246 -0.15 -0.33 0.23 0.000
H 2.7092 5.3842 -5.7753 -0.32 -0.27 0.21 0.000
C 1.6149 4.7582 -4.0054 0.05 0.21 -0.05 0.000
H 1.8731 5.6631 -3.4445 -0.09 -0.36 -0.19 0.000
C 0.8357 3.7608 -3.4047 0.16 -0.21 -0.74 0.000
H 0.4511 3.8881 -2.3918 0.28 -0.02 -0.14 0.000
H 0.7436 0.0913 -3.6785 0.13 -0.49 -0.63 -0.005
Si -0.4930 0.6892 -1.0108 1.08 -0.10 -3.01 -0.024
C 1.3821 0.8081 -0.7021 -0.42 0.11 0.82 -0.003
C 2.2606 -0.0060 -1.4341 0.33 -0.42 -0.31 -0.001
H 1.8718 -0.7641 -2.1219 0.05 0.46 0.22 0.000
C 3.6471 0.0903 -1.3016 -0.28 0.17 0.38 0.000
H 4.3064 -0.5693 -1.8721 -0.27 0.30 0.13 0.000
C 4.1811 1.0058 -0.3890 -0.02 0.19 0.30 -0.002
H 5.2677 1.0962 -0.2739 -0.48 -0.03 -0.03 0.000
C 3.3256 1.7798 0.4095 0.24 -0.24 -0.12 0.001
H 3.7480 2.4377 1.1785 -0.17 -0.16 -0.40 0.000
C 1.9379 1.6752 0.2506 0.35 -0.18 0.25 -0.004
H 1.2831 2.2523 0.9113 0.12 0.09 -0.31 0.000
C -0.9174 -1.1686 -1.0712 -0.63 0.27 0.45 -0.003
C -0.0351 -2.1824 -0.6584 0.07 -0.27 -0.34 -0.001
H 0.8866 -1.9354 -0.1245 -0.14 0.03 -0.28 0.000
C -0.2598 -3.5251 -1.0122 -0.39 0.30 -0.02 0.000
H 0.4910 -4.2947 -0.7915 -0.37 0.36 0.00 0.000
C -1.4340 -3.8630 -1.6996 0.06 -0.05 0.06 -0.001
H -1.5944 -4.9015 -2.0128 0.03 0.46 0.13 0.000
C -2.3981 -2.8838 -1.9859 0.30 0.07 0.25 0.000
H -3.3247 -3.1593 -2.5021 0.38 0.15 0.26 0.000
C -2.1428 -1.5488 -1.6460 0.16 -0.54 -0.33 -0.001
H -2.8789 -0.7876 -1.8920 0.09 -0.09 -0.10 0.000
H -1.3428 1.8726 -1.2420 -0.47 0.24 0.86 -0.013
Cl -1.3614 1.0597 1.0868 -0.09 -0.19 2.65 -0.031
C -1.9317 -3.4712 2.6206 -0.17 -0.28 0.06 0.000
C -2.0456 -2.8612 3.9689 -0.29 0.42 0.75 0.000
N -1.5746 -1.6715 4.2684 0.02 -0.16 0.56 -0.009
C -1.8284 -1.3263 5.6092 -1.10 -2.12 -0.30 0.000
C -2.5479 -2.2934 6.3019 0.78 0.95 -0.92 0.000
S -2.8852 -3.6647 5.2869 0.77 1.44 -0.24 -0.001
C -1.2585 -0.1100 6.1313 0.93 1.77 1.04 0.000
C -1.2761 0.3634 7.4319 -0.06 -0.49 -0.94 0.000
S -0.2986 1.7954 7.6044 -0.34 -1.10 -1.45 0.000
C 0.1063 1.6786 5.8918 -0.92 -0.43 0.60 0.001
N -0.4840 0.6856 5.2665 0.13 -0.12 0.62 -0.009
C 0.9958 2.6567 5.2143 0.05 0.23 0.14 0.000
H -1.8931 -4.5611 2.7471 -0.01 0.26 -0.40 0.000
H -2.8076 -3.1920 2.0178 0.24 -0.19 0.04 0.000
H -1.0265 -3.1248 2.1071 -0.19 -0.12 0.05 0.000
H -2.8390 -2.2000 7.3415 -0.07 -0.34 -0.23 0.000
H -1.8243 -0.1314 8.2393 0.42 0.54 -0.17 0.000
H 0.9736 3.5758 5.8088 0.25 0.02 -0.39 0.000
H 2.0302 2.2809 5.1680 -0.30 0.16 0.00 0.000
H 0.6284 2.8723 4.1959 0.16 -0.01 0.38 0.000
```
Positions in Å, forces in eV/Å.

Values from the calculation:
- LUMO (alpha / beta) (eV) = -5.5 / -3.3
- 2S+1 = 7
- HOMO-LUMO gap (alpha / beta) (eV) = 3.0 / 5.5
- total charge = +1
- HOMO level (alpha / beta) (eV) = -8.509 / -8.765

***

3.
C37H35LiNO4 | wB97M-V/def2-TZVPD

```
78
Properties=species:S:1:pos:R:3:forces:R:3:lowdin_charge:R:1
Li -0.4832 -0.3153 0.2564 0.38 -0.21 0.07 0.595
C -1.5325 -1.6818 -4.6997 -0.05 0.15 -0.05 0.029
C -2.6258 -0.8211 -4.0776 0.10 0.02 0.23 -0.584
C -3.6889 -0.4181 -5.0734 -0.04 -0.07 -0.05 0.013
O -2.0631 0.3474 -3.5277 -0.10 -0.06 0.00 -0.037
C -1.6664 0.0764 -2.1855 -0.13 -0.01 0.02 -0.116
C -2.6239 -1.0762 -1.7654 0.03 0.01 -0.06 -0.132
O -3.2616 -1.4704 -2.9903 0.01 0.03 0.00 -0.029
C -1.9947 -2.2958 -0.9822 0.07 -0.39 -0.10 -0.454
O -0.9472 -1.9180 -0.1991 -0.25 0.42 0.10 -0.287
C -1.5343 -3.4125 -1.9649 0.05 0.12 0.06 -0.119
C -0.1676 -3.6231 -2.1096 0.00 0.00 0.01 -0.026
C 0.3193 -4.5994 -2.9713 -0.07 -0.04 -0.04 -0.085
C -0.5591 -5.3955 -3.6948 -0.01 0.08 0.07 -0.112
C -1.9275 -5.2035 -3.5425 0.04 -0.02 -0.01 -0.102
C -2.4070 -4.2218 -2.6877 -0.05 -0.07 -0.03 -0.039
C -3.1181 -2.9200 -0.1163 0.03 0.06 -0.04 -0.131
C -2.7555 -3.5425 1.0747 0.02 0.02 -0.02 -0.022
C -3.7076 -4.1287 1.8934 -0.08 -0.01 0.00 -0.095
C -5.0528 -4.0987 1.5377 0.08 0.01 -0.01 -0.119
C -5.4253 -3.4775 0.3557 0.03 0.01 -0.01 -0.093
C -4.4653 -2.8938 -0.4658 -0.06 -0.04 0.06 -0.042
C -1.6371 1.4242 -1.3204 0.10 0.15 0.06 -0.408
O -0.6211 1.3189 -0.3910 -0.28 -0.26 -0.09 -0.325
C -2.9771 1.6433 -0.5554 0.06 0.01 -0.08 -0.103
C -3.1964 0.8969 0.6070 0.08 0.04 -0.02 -0.044
C -4.3535 1.0159 1.3551 0.02 0.00 -0.03 -0.078
C -5.3388 1.9173 0.9704 0.00 0.03 -0.04 -0.110
C -5.1356 2.6830 -0.1645 -0.03 -0.02 0.06 -0.093
C -3.9720 2.5446 -0.9171 0.00 -0.02 0.00 -0.019
C -1.3437 2.6299 -2.2584 0.07 -0.07 0.08 -0.114
C -2.1140 3.0113 -3.3586 -0.07 0.09 -0.12 -0.063
C -1.7724 4.1118 -4.1318 0.04 0.02 0.02 -0.092
C -0.6445 4.8653 -3.8320 0.00 -0.06 0.05 -0.117
C 0.1312 4.5000 -2.7422 -0.06 -0.01 -0.04 -0.094
C -0.2204 3.3980 -1.9706 0.03 0.04 0.01 -0.022
H -1.1229 -1.1531 -5.5632 0.01 -0.04 -0.01 0.091
H -1.9312 -2.6470 -5.0098 0.02 -0.01 -0.01 0.088
H -0.7332 -1.8515 -3.9809 0.01 -0.04 -0.03 0.076
H -3.2424 0.1609 -5.8818 -0.01 -0.01 -0.03 0.087
H -4.4459 0.1816 -4.5697 0.00 0.01 0.02 0.089
H -4.1576 -1.3144 -5.4826 0.00 0.04 -0.05 0.088
H -0.6333 -0.2807 -2.1705 0.05 0.00 0.00 0.129
H -3.4214 -0.6839 -1.1384 0.05 0.05 0.00 0.127
H 0.4969 -2.9944 -1.5297 0.03 -0.03 -0.02 0.100
H 1.3886 -4.7376 -3.0795 0.00 0.03 0.02 0.086
H -0.1844 -6.1606 -4.3645 0.01 0.00 0.00 0.088
H -2.6261 -5.8224 -4.0944 0.00 0.00 0.00 0.093
H -3.4768 -4.0912 -2.5923 0.01 0.03 0.03 0.108
H -1.7057 -3.5353 1.3389 -0.01 -0.01 0.01 0.111
H -3.4034 -4.6079 2.8170 0.00 0.00 0.00 0.091
H -5.8026 -4.5493 2.1766 0.01 -0.01 0.02 0.088
H -6.4709 -3.4406 0.0728 0.00 0.01 -0.02 0.093
H -4.7780 -2.4120 -1.3849 0.00 0.00 -0.01 0.111
H -2.4433 0.1901 0.9302 -0.11 -0.03 0.02 0.097
H -4.4874 0.3955 2.2329 0.00 0.00 0.00 0.102
H -6.2481 2.0212 1.5496 0.00 0.00 0.00 0.091
H -5.8855 3.4020 -0.4732 0.00 0.00 -0.01 0.093
H -3.8478 3.1756 -1.7828 0.01 0.01 -0.03 0.092
H -2.9842 2.4393 -3.6412 0.00 -0.02 0.05 0.105
H -2.3903 4.3770 -4.9820 -0.01 -0.01 0.00 0.093
H -0.3773 5.7199 -4.4418 0.01 0.01 0.00 0.088
H 1.0161 5.0712 -2.4875 0.01 0.00 0.00 0.092
H 0.3707 3.1072 -1.1140 0.01 0.02 -0.01 0.102
N 2.0375 0.3645 -0.0877 0.06 -0.13 -0.25 0.098
C 2.3959 -0.5490 -1.0688 0.03 0.08 0.20 -0.331
C 2.0468 -0.3067 -2.3976 0.01 -0.07 -0.20 -0.039
C 2.4223 -1.1981 -3.3908 -0.05 0.07 0.00 -0.095
C 3.1609 -2.3343 -3.0932 0.07 -0.06 0.18 -0.134
C 3.5140 -2.5759 -1.7680 -0.05 0.04 -0.17 -0.111
C 3.1348 -1.6980 -0.7673 -0.05 0.08 0.04 -0.052
H 2.2046 0.0945 0.8655 -0.08 0.06 0.03 0.085
H 1.2274 0.9552 -0.2954 -0.04 0.02 0.14 0.045
H 1.4765 0.5815 -2.6434 -0.01 0.01 0.01 0.114
H 2.1272 -1.0010 -4.4146 -0.01 0.01 0.01 0.102
H 3.4439 -3.0254 -3.8760 0.01 -0.01 0.01 0.091
H 4.0780 -3.4639 -1.5096 0.01 -0.01 0.00 0.096
H 3.3935 -1.8986 0.2668 0.02 -0.03 -0.01 0.103
```
Positions in Å, forces in eV/Å.

Values from the calculation:
- LUMO (eV) = 2.3
- HOMO-LUMO gap (eV) = 7.7
- total charge = -1
- HOMO level (eV) = -5.339